Density functional theory data (ωB97M-V/def2-TZVPD) for C24H20N2O4RhS as an isolated structure at a distorted geometry.

E_HOMO (eV): -10.901
Total energy (eV): -50221.5721
Energy relative to the best compared isomer or geometry (same formula, charge and spin) (kcal/mol): 0.0
LUMO energy (Eh): -0.1843
Orbital gap (eV): 5.89
Total charge: +1

Atoms and positions in Å:
1 Rh 0.770 -0.120 1.039
2 O 0.859 3.425 2.995
3 C 0.700 2.164 2.622
4 O 0.555 1.879 1.380
5 C 0.710 1.104 3.571
6 C 0.822 1.126 4.974
7 C 0.861 -0.060 5.667
8 C 0.814 -1.289 4.974
9 C 0.710 -1.255 3.606
10 N 0.632 -0.106 2.926
11 C 0.726 -2.448 2.641
12 O 0.812 -3.578 3.037
13 O 0.635 -2.040 1.415
14 H 0.833 4.009 2.221
15 H 0.892 2.077 5.476
16 H 0.949 -0.064 6.743
17 H 0.884 -2.235 5.484
18 C -4.262 1.182 -3.369
19 C -3.700 -0.069 -2.666
20 C -4.194 -0.069 -1.217
21 C -4.261 -1.321 -3.368
22 C -2.194 -0.073 -2.790
23 C -1.623 -0.070 -4.087
24 C -0.256 -0.069 -4.310
25 C 0.591 -0.075 -3.219
26 S 2.328 -0.073 -3.163
27 C 2.260 -0.089 -1.392
28 N 0.956 -0.110 -0.918
29 C 0.048 -0.091 -1.896
30 C -1.340 -0.084 -1.701
31 C 3.274 -0.074 -0.449
32 C 4.685 -0.077 -0.662
33 C 5.535 -0.069 0.412
34 C 5.056 -0.068 1.729
35 C 3.675 -0.078 1.973
36 C 2.813 -0.059 0.918
37 H -5.344 1.194 -3.265
38 H -4.024 1.197 -4.428
39 H -3.860 2.085 -2.917
40 H -5.282 -0.070 -1.217
41 H -3.860 0.817 -0.682
42 H -3.859 -0.956 -0.683
43 H -5.343 -1.333 -3.263
44 H -3.858 -2.223 -2.915
45 H -4.023 -1.336 -4.427
46 H -2.272 -0.070 -4.946
47 H 0.130 -0.065 -5.317
48 H -1.694 -0.089 -0.675
49 H 5.062 -0.094 -1.673
50 H 6.602 -0.069 0.250
51 H 5.740 -0.057 2.562
52 H 3.330 -0.081 2.998

Atomic forces in eV per Å
0.3 -0.6 -0.1
-0.3 -1.3 0.3
-0.1 1.8 -3.8
0.6 1.7 2.2
0.0 -2.7 1.7
-0.1 0.9 -1.3
0.0 -1.5 -0.2
0.0 1.1 0.8
-0.1 0.0 -1.0
0.7 1.2 3.3
0.1 0.2 0.5
-0.1 0.1 0.1
0.2 -1.0 -1.4
0.0 -0.1 -0.1
0.0 0.1 0.1
0.0 0.1 0.0
0.0 -0.2 0.0
0.1 -0.2 0.2
-0.5 0.0 -0.2
0.1 0.0 -0.2
0.1 0.2 0.2
0.5 0.0 -0.1
0.4 0.0 0.3
-0.5 0.0 -0.1
-0.2 0.0 1.4
-0.2 0.0 1.6
-4.2 -0.1 -2.0
4.3 0.0 -1.3
-0.9 0.0 -2.3
0.2 0.0 -0.1
2.4 0.1 3.0
-1.9 0.0 -0.2
0.3 0.0 1.0
-0.4 0.0 -0.7
0.7 0.2 0.3
-1.3 -0.2 -1.5
-0.1 0.0 0.0
0.0 0.0 -0.1
0.0 0.1 0.0
0.0 0.0 0.0
0.0 0.1 0.1
0.0 -0.1 0.1
-0.1 0.0 0.0
0.0 -0.1 0.0
0.0 0.0 -0.1
-0.1 0.0 -0.1
0.0 0.0 -0.1
-0.2 0.0 -0.1
0.1 0.0 -0.1
0.1 0.0 -0.1
0.1 0.0 0.0
-0.1 0.0 0.0

Density functional theory data (ωB97M-V/def2-TZVPD) for a single C19H23BrN2O6 molecule.

E_HOMO (eV): -8.383
Total energy (eV): -105384.6347
LUMO energy (Eh): 0.0166
Orbital gap (eV): 8.83

Atoms and positions in Å:
1 C 6.461 2.324 -0.889
2 C 5.333 1.359 -1.192
3 H 4.503 1.859 -1.704
4 H 5.669 0.527 -1.819
5 O 4.848 0.828 0.052
6 C 3.884 -0.078 -0.025
7 O 3.384 -0.473 -1.043
8 C 3.491 -0.567 1.369
9 O 2.263 -1.245 1.363
10 C 1.152 -0.589 0.904
11 C 1.108 0.787 0.733
12 C -0.053 1.420 0.323
13 C -1.224 0.715 0.093
14 C -1.162 -0.661 0.244
15 C -0.009 -1.341 0.625
16 O -0.160 -2.680 0.740
17 C 0.939 -3.568 0.585
18 C 1.564 -3.489 -0.802
19 H 2.312 -4.270 -0.907
20 H 2.043 -2.526 -0.962
21 H 0.801 -3.628 -1.564
22 H 1.691 -3.396 1.360
23 H 0.488 -4.552 0.741
24 H -2.041 -1.259 0.058
25 C -2.507 1.378 -0.384
26 N -2.590 1.286 -1.833
27 C -3.223 0.306 -2.513
28 O -3.090 0.099 -3.697
29 N -4.120 -0.430 -1.749
30 C -4.463 -0.137 -0.456
31 C -3.728 0.758 0.258
32 C -4.059 1.095 1.640
33 O -5.022 0.630 2.222
34 C -3.136 2.064 2.346
35 H -3.166 3.041 1.867
36 H -3.464 2.169 3.376
37 H -2.112 1.697 2.329
38 C -5.654 -0.858 0.072
39 H -6.428 -0.144 0.349
40 H -5.397 -1.393 0.984
41 H -6.047 -1.554 -0.666
42 H -4.670 -1.101 -2.267
43 H -1.903 1.804 -2.361
44 H -2.466 2.447 -0.142
45 Br 0.027 3.313 0.099
46 H 1.982 1.390 0.921
47 H 3.508 0.269 2.079
48 H 4.228 -1.309 1.693
49 H 6.842 2.739 -1.818
50 H 6.104 3.134 -0.259
51 H 7.267 1.810 -0.373

Atomic forces in eV per Å
-0.3 -0.3 0.1
0.1 0.1 -0.5
0.1 -0.1 0.1
-0.1 0.1 0.1
0.2 0.2 0.4
-0.3 -0.3 0.0
0.1 0.0 0.0
0.1 0.1 -0.1
-0.2 0.0 -0.1
-0.3 0.0 0.0
0.1 -0.1 0.0
-0.1 0.0 0.0
0.3 0.3 0.1
0.3 0.0 0.1
0.0 0.3 -0.1
-0.1 0.2 0.2
0.4 -0.5 -0.2
-0.3 0.1 0.3
0.1 -0.1 0.0
0.1 0.1 0.0
-0.1 -0.1 -0.1
-0.2 -0.1 -0.1
0.1 0.1 0.0
-0.1 -0.1 0.0
0.0 -0.1 0.2
0.0 0.4 0.0
-0.1 0.1 -0.1
0.0 -0.1 -0.4
-0.2 -0.3 -0.1
0.2 0.4 0.5
-0.1 -0.2 -0.6
0.1 0.1 0.1
-0.1 0.0 0.2
-0.2 -0.1 0.2
0.1 0.1 -0.1
0.0 0.0 0.0
0.2 0.0 0.0
-0.1 -0.1 0.0
0.0 0.0 0.0
-0.1 0.0 0.0
0.0 0.0 -0.1
0.1 0.2 0.0
-0.1 -0.1 -0.1
0.0 -0.3 0.0
0.0 -0.1 0.0
0.1 0.0 0.0
0.0 -0.1 -0.1
0.0 0.2 0.0
0.1 0.1 -0.1
0.0 0.1 0.0
0.1 0.0 0.0

Density functional theory data (ωB97M-V/def2-TZVPD) for a 3-piece molecular cluster, C2H12NO2S2 overall at a distorted geometry.

E_HOMO (spin up / spin down) (eV): -2.618 / -6.643
Total energy (eV): -29519.8719
Energy relative to the best compared isomer or geometry (same formula, charge and spin) (kcal/mol): 25.3
LUMO energy (spin up / spin down) (Eh): -0.0163 / -0.0178
Multiplicity: 2
Orbital gap (spin up / spin down) (eV): 2.18 / 6.16

Atoms and positions in Å:
1 N 0.545 -0.276 1.049
2 C -0.352 0.149 -0.080
3 C -0.661 -1.066 -0.911
4 S 0.343 -1.356 -2.428
5 S 0.048 0.028 -3.916
6 H 1.442 -0.571 0.623
7 H -1.708 0.130 7.270
8 H 0.870 0.531 1.594
9 H 0.274 0.825 -0.714
10 H -1.243 0.667 0.289
11 H -0.668 -2.023 -0.425
12 H -1.695 -1.005 -1.322
13 H -1.297 -0.118 -4.087
14 H 1.717 1.918 3.939
15 H 0.975 3.171 3.393
16 O 1.442 2.375 3.129
17 H -1.727 1.662 7.591
18 H 0.237 -1.132 1.507
19 O -1.474 1.003 6.948

Atomic forces in eV per Å
1.8 0.5 -0.9
0.3 -0.1 -1.0
-1.7 -0.2 -1.0
1.4 -2.8 3.0
-1.1 3.2 -3.1
-0.4 -0.2 -0.4
-0.1 0.1 0.3
-0.7 -0.3 0.9
-0.6 -0.1 0.5
0.4 -0.1 0.3
0.1 -0.3 1.0
0.5 0.4 0.4
0.5 -0.2 0.0
-0.2 0.4 -0.2
0.0 0.0 0.2
0.2 -0.7 -0.1
-0.2 -0.1 0.4
-0.4 0.5 0.6
0.4 -0.1 -0.7

Density functional theory data (ωB97M-V/def2-TZVPD) for C21H30O14P2S as an isolated structure at a distorted geometry.

E_HOMO (eV): -9.545
Total energy (eV): -80341.7660
LUMO energy (Eh): -0.0594
Orbital gap (eV): 7.93

Atoms and positions in Å:
1 C -2.701 5.782 -3.967
2 C -2.439 6.114 -5.443
3 C -2.525 4.929 -6.424
4 C -1.945 3.586 -5.921
5 C -3.042 2.642 -5.363
6 C -2.478 1.586 -4.369
7 C -3.406 1.249 -3.188
8 C -3.934 2.468 -2.441
9 C -4.651 2.141 -1.130
10 O -4.060 1.133 -0.275
11 S -2.742 1.522 0.611
12 O -2.680 2.950 0.809
13 O -1.475 1.175 -0.423
14 P 0.002 1.507 0.342
15 P 0.708 3.386 -0.475
16 O 2.100 3.540 -0.062
17 O 0.558 3.365 -2.088
18 O -0.171 4.603 0.086
19 H -3.391 4.964 -3.816
20 H -1.761 5.607 -3.455
21 H -3.135 6.666 -3.504
22 H -3.216 6.817 -5.742
23 H -1.506 6.657 -5.565
24 H -1.952 5.218 -7.304
25 H -3.554 4.755 -6.726
26 H -1.120 3.687 -5.231
27 H -1.548 3.078 -6.800
28 H -3.438 2.090 -6.212
29 H -3.833 3.259 -4.952
30 H -1.479 1.852 -4.047
31 H -2.363 0.657 -4.928
32 H -4.217 0.646 -3.600
33 H -2.863 0.575 -2.536
34 H -3.156 3.222 -2.340
35 H -4.698 2.917 -3.075
36 H -5.608 1.721 -1.427
37 H -4.886 3.049 -0.584
38 H 0.875 0.550 -0.227
39 H 0.924 4.191 -2.428
40 H -0.950 4.752 -0.464
41 C 0.690 -2.365 3.711
42 C 1.351 -3.527 3.760
43 C 1.465 -4.419 2.560
44 O 2.096 -5.452 2.660
45 C 0.807 -4.004 1.328
46 C 0.144 -2.844 1.282
47 C 0.054 -1.939 2.474
48 O -0.546 -0.887 2.363
49 O -0.475 -2.425 0.180
50 O 1.942 -3.958 4.870
51 H 0.603 -1.711 4.568
52 H 0.881 -4.663 0.475
53 H -0.878 -1.568 0.412
54 H 2.344 -4.820 4.649
55 C 6.973 -5.774 5.614
56 C 7.055 -5.771 6.949
57 C 5.892 -6.156 7.812
58 O 6.033 -6.153 9.018
59 C 4.639 -6.514 7.157
60 C 4.557 -6.513 5.823
61 C 5.728 -6.154 4.959
62 O 5.594 -6.188 3.753
63 O 3.432 -6.831 5.179
64 O 8.168 -5.431 7.592
65 H 7.806 -5.500 4.983
66 H 3.801 -6.774 7.788
67 H 3.638 -6.755 4.226
68 H 7.960 -5.516 8.540

Atomic forces in eV per Å
0.3 0.8 -0.3
-1.0 -0.3 -0.1
1.0 -0.1 0.5
-0.9 -0.3 -0.8
1.1 -0.1 0.2
-0.8 0.0 -0.4
0.4 -0.1 -0.5
0.1 -0.5 0.0
-0.5 0.2 -0.9
1.3 0.8 -0.1
-0.6 -0.9 1.0
-0.2 0.3 -0.5
0.0 0.0 -0.6
-0.5 0.2 1.2
0.9 0.1 -0.7
0.4 -0.2 0.5
-0.7 0.2 0.6
0.0 -0.6 -0.7
0.0 -0.2 0.0
0.1 -0.4 0.2
0.0 0.0 0.2
0.0 0.2 -0.2
0.2 -0.1 0.1
-0.2 0.1 -0.3
-0.1 0.1 -0.1
0.2 0.3 0.4
0.3 0.0 0.0
-0.4 0.1 -0.1
-0.2 -0.2 0.2
0.1 0.3 0.3
0.2 -0.1 0.0
-0.4 0.1 0.2
0.1 0.0 0.3
0.2 0.0 0.3
-0.1 0.2 0.1
-0.1 -0.4 0.3
0.3 0.0 0.4
-0.3 0.3 -0.6
0.2 0.1 -0.3
-0.3 0.0 0.2
-0.2 0.2 -0.2
0.0 0.3 0.4
-0.2 0.1 -0.5
0.2 -0.2 0.3
0.2 -0.2 0.1
0.0 -0.3 -0.4
0.2 0.0 0.6
-0.2 0.0 -0.4
0.0 0.2 0.3
0.1 -0.2 -0.3
0.0 0.0 0.0
0.0 0.0 0.0
-0.1 0.1 -0.1
0.0 -0.1 0.2
-0.2 -0.1 -0.2
0.4 0.1 -0.3
-0.6 -0.2 -0.1
0.3 0.1 0.1
0.1 0.0 0.2
-0.4 -0.2 0.4
0.6 0.2 0.1
-0.3 -0.1 -0.1
0.3 0.3 -0.3
-0.2 -0.1 0.2
0.0 0.0 0.0
0.0 0.0 0.0
-0.1 -0.1 -0.1
0.1 0.0 0.1

Density functional theory data (ωB97M-V/def2-TZVPD) for a single C7H11OP molecule at a distorted geometry.

E_HOMO (eV): -8.330
Total energy (eV): -18769.8644
Energy relative to the best compared isomer or geometry (same formula, charge and spin) (kcal/mol): 64.5
LUMO energy (Eh): 0.0288
Orbital gap (eV): 9.11

Atoms and positions in Å:
1 C -2.125 0.535 -0.060
2 C -1.603 0.085 1.030
3 C -0.642 0.709 0.104
4 C 1.995 0.684 -0.266
5 C -3.301 0.929 -0.814
6 C 3.262 -0.102 -0.004
7 C 0.510 -1.774 0.282
8 O 2.011 1.886 -0.355
9 P 0.528 -0.347 -0.788
10 H -0.219 1.732 0.549
11 H -1.627 -0.512 1.869
12 H -3.264 0.377 -1.806
13 H -3.203 1.998 -0.920
14 H -4.263 0.659 -0.348
15 H 3.130 -0.670 0.911
16 H 3.976 0.679 -0.135
17 H 3.299 -0.786 -0.857
18 H 1.168 -2.427 -0.241
19 H -0.491 -2.191 0.557
20 H 0.859 -1.463 1.293

Atomic forces in eV per Å
0.2 0.1 1.5
-0.5 -0.1 -1.5
0.4 2.9 1.2
0.3 -1.0 -0.4
-0.4 -1.2 -1.4
-1.6 0.3 -1.0
-0.3 0.2 2.2
-0.3 0.0 0.1
-0.6 1.8 -0.9
-0.7 -2.0 -1.6
-0.3 -0.9 1.7
-0.1 1.1 0.8
-0.4 0.4 -0.6
0.5 0.2 0.1
0.7 0.1 0.2
1.3 0.0 0.7
0.3 -0.2 0.2
0.4 -1.3 0.3
0.7 0.2 -1.1
0.4 -0.5 -0.6

Density functional theory data (ωB97M-V/def2-TZVPD) for a 2-piece molecular cluster, C4H9O3 overall at a distorted geometry.

E_HOMO (eV): -4.033
Total energy (eV): -10437.2828
Energy relative to the best compared isomer or geometry (same formula, charge and spin) (kcal/mol): 27.3
LUMO energy (Eh): 0.1389
Orbital gap (eV): 7.81
Total charge: -1

Atoms and positions in Å:
1 C -1.649 0.755 1.767
2 C -0.545 1.447 1.010
3 O -2.939 1.145 1.133
4 H -1.608 -0.303 1.537
5 H -1.869 1.173 2.746
6 H 0.288 1.725 1.689
7 H -2.731 1.203 0.187
8 H -0.890 2.442 0.699
9 H -0.075 0.854 0.219
10 C 2.019 -2.004 -1.327
11 C 1.306 -0.763 -1.868
12 O 1.115 0.240 -1.142
13 O 0.950 -0.894 -3.061
14 H 2.069 -2.051 -0.248
15 H 3.045 -2.047 -1.701
16 H 1.513 -2.922 -1.641

Atomic forces in eV per Å
-1.8 1.2 -2.1
1.1 0.9 1.2
0.4 -0.1 -0.4
0.3 -0.4 1.3
0.8 -0.9 0.5
-0.2 -0.4 -0.1
-0.2 0.0 0.3
-0.1 -0.3 -0.3
-0.4 0.3 -0.2
0.2 -0.5 0.5
-0.6 -0.1 -1.0
0.4 -0.3 0.4
0.0 0.1 -0.1
0.1 0.3 0.5
0.0 0.1 -0.1
0.0 0.2 -0.3